Model 1:
{
  "formula": "C3H6IN2S",
  "method": "wB97M-V/def2-TZVPD",
  "homo_lumo_gap_ev": [7.41, 7.40],
  "lumo_ha": [-0.1943, -0.1945],
  "homo_energy_ev": [-12.698, -12.696],
  "charge": 1,
  "symbols": ["C", "C", "C", "N", "N", "S", "I", "H", "H", "H", "H", "H", "H"],
  "xyz": [[-0.752, 0.828, 1.490], [-0.291, -0.350, 1.488], [0.460, 0.132, -0.890], [0.297, 1.368, -0.416], [0.575, -0.850, 0.449], [-0.933, -0.857, -1.793], [-0.672, 2.885, -1.384], [-1.202, 1.626, 2.062], [-0.483, -0.953, 2.339], [1.370, -0.017, -1.401], [1.445, -0.844, 0.945], [0.487, -1.769, 0.086], [-0.299, -1.199, -2.976]],
  "nbo_charge": [0.14, -0.17, 0.04, -0.69, -0.55, -0.11, 0.47, 0.27, 0.28, 0.24, 0.44, 0.46, 0.18]
}

---

Model 2:
{
  "formula": "C3H6IN2S",
  "method": "wB97M-V/def2-TZVPD",
  "homo_lumo_gap_ev": [7.74, 7.74],
  "lumo_ha": [-0.1887, -0.1887],
  "homo_energy_ev": [-12.877, -12.875],
  "charge": 1,
  "symbols": ["C", "C", "C", "N", "N", "S", "I", "H", "H", "H", "H", "H", "H"],
  "xyz": [[-0.144, -1.120, 1.030], [-1.192, -0.657, 0.469], [0.438, 0.618, -0.713], [1.309, -0.472, -0.459], [-0.931, 0.081, -0.814], [0.444, 2.052, 0.472], [3.251, -0.207, 0.029], [0.399, -1.742, 1.726], [-2.146, -1.075, 0.663], [0.806, 1.083, -1.627], [-0.869, -0.480, -1.651], [-1.728, 0.725, -0.781], [0.363, 1.195, 1.656]],
  "nbo_charge": [0.08, -0.18, -0.08, -0.67, -0.54, -0.03, 0.49, 0.27, 0.28, 0.27, 0.46, 0.47, 0.16]
}

---

Model 3:
{
  "formula": "C3H6IN2S",
  "method": "wB97M-V/def2-TZVPD",
  "homo_lumo_gap_ev": 8.04,
  "lumo_ha": -0.1633,
  "homo_energy_ev": -12.479,
  "charge": 1,
  "symbols": ["C", "C", "C", "N", "N", "S", "I", "H", "H", "H", "H", "H", "H"],
  "xyz": [[0.403, 1.905, 0.887], [-0.122, 2.028, -0.317], [0.569, -1.827, -0.034], [0.113, -2.384, -1.087], [1.001, -1.266, 0.889], [-1.330, 1.185, -1.260], [-2.339, -0.198, 0.467], [1.082, 2.591, 1.380], [-0.022, 1.227, 1.717], [0.313, 2.722, -1.029], [-0.409, -3.350, -1.071], [0.101, -2.032, -2.083], [0.639, -0.600, 1.541]],
  "nbo_charge": [-0.44, -0.38, 0.77, -0.79, -0.46, 0.13, 0.05, 0.25, 0.18, 0.25, 0.49, 0.49, 0.47]
}

---

Short version: model 3 is the most stable of them.

---

Model 1:
{
  "formula": "C5H12N2",
  "method": "wB97M-V/def2-TZVPD",
  "multiplicity": 2,
  "homo_lumo_gap_ev": [9.32, 7.20],
  "lumo_ha": [-0.2031, -0.2810],
  "s2": 0.765,
  "homo_energy_ev": [-14.848, -14.847],
  "charge": 1,
  "symbols": ["C", "C", "C", "C", "N", "C", "N", "H", "H", "H", "H", "H", "H", "H", "H", "H", "H", "H", "H"],
  "xyz": [[-1.834, -1.046, 0.863], [-1.458, -0.488, -0.494], [-1.022, 0.917, -0.445], [0.388, 1.195, 0.074], [1.410, 0.269, -0.643], [2.619, 0.042, -0.105], [3.149, -1.141, -0.123], [-1.039, -1.039, 1.785], [-2.701, -0.628, 1.180], [-2.037, -2.156, 0.850], [-2.425, -0.455, -0.925], [-0.998, -1.142, -1.214], [-1.831, 1.423, 0.110], [-1.022, 1.320, -1.488], [0.585, 2.239, -0.081], [0.562, 0.946, 1.059], [1.239, 0.218, -1.702], [3.223, 0.771, 0.399], [3.191, -1.244, 0.898]],
  "lowdin_spin": [0.00, 0.00, 0.00, 0.01, 0.16, 0.07, 0.71, 0.00, 0.00, 0.00, 0.00, 0.00, 0.00, 0.00, 0.01, 0.00, 0.00, 0.01, 0.02]
}

---

Model 2:
{
  "formula": "C5H12N2",
  "method": "wB97M-V/def2-TZVPD",
  "multiplicity": 2,
  "homo_lumo_gap_ev": [9.47, 5.94],
  "lumo_ha": [-0.1236, -0.2536],
  "s2": 0.758,
  "homo_energy_ev": [-12.838, -12.841],
  "charge": 1,
  "symbols": ["C", "C", "C", "N", "C", "C", "N", "H", "H", "H", "H", "H", "H", "H", "H", "H", "H", "H", "H"],
  "xyz": [[-0.593, 1.259, -1.453], [0.803, 1.062, -0.880], [1.023, -0.340, -0.257], [-0.559, -1.061, 3.061], [0.333, -0.956, 2.106], [0.060, -0.720, 0.764], [-1.119, 0.052, -2.086], [-1.294, 1.485, -0.645], [-0.480, 2.105, -2.137], [1.584, 1.156, -1.641], [1.006, 1.891, -0.211], [2.057, -0.362, 0.094], [1.000, -1.072, -1.074], [-1.510, -1.366, 2.875], [-0.289, -1.311, 4.000], [1.362, -0.988, 2.404], [-0.968, -0.730, 0.398], [-0.441, -0.340, -2.730], [-1.976, 0.235, -2.588]],
  "lowdin_spin": [0.00, 0.04, 0.07, 0.27, 0.18, 0.38, 0.00, 0.00, 0.00, 0.00, 0.00, 0.00, 0.03, 0.00, 0.01, 0.00, 0.01, 0.00, 0.00]
}

---

Short version: model 2 is the most stable of them.

---

Model 1:
{
  "formula": "C3H4N4",
  "method": "wB97M-V/def2-TZVPD",
  "homo_lumo_gap_ev": 9.04,
  "lumo_ha": 0.0025,
  "smiles": "Nc1cncnn1",
  "homo_energy_ev": -8.970,
  "symbols": ["N", "C", "C", "N", "C", "N", "N", "H", "H", "H", "H"],
  "xyz": [[1.905, -0.157, -0.710], [0.570, -0.087, -0.289], [-0.038, 0.831, 0.903], [-1.278, 0.743, 1.240], [-2.002, -0.096, 0.393], [-1.555, -0.823, -0.584], [-0.232, -0.923, -0.876], [2.663, 0.269, -0.197], [2.180, -0.990, -1.238], [0.867, 1.336, 0.822], [-3.082, -0.104, 0.536]],
  "nbo_charge": [-0.82, 0.32, 0.05, -0.39, 0.16, -0.23, -0.30, 0.39, 0.41, 0.22, 0.19]
}

---

Model 2:
{
  "formula": "C3H4N4",
  "method": "wB97M-V/def2-TZVPD",
  "homo_lumo_gap_ev": 7.49,
  "lumo_ha": -0.0465,
  "smiles": "NN=C1N=CC=N1",
  "homo_energy_ev": -8.753,
  "symbols": ["N", "N", "C", "N", "C", "C", "N", "H", "H", "H", "H"],
  "xyz": [[-0.276, -1.926, 1.185], [-0.684, -1.567, -0.102], [-0.137, -0.283, -0.152], [-0.805, 0.657, -1.084], [-0.138, 1.790, -0.886], [0.928, 1.465, 0.114], [0.958, 0.237, 0.586], [-0.390, -2.887, 1.032], [0.543, -1.277, 1.513], [-0.121, 2.570, -1.674], [1.696, 1.964, 0.574]],
  "nbo_charge": [-0.61, -0.08, 0.31, -0.35, -0.06, 0.03, -0.49, 0.39, 0.42, 0.22, 0.20]
}

---

Short version: model 1 is the most stable of them.